52
Properties=species:S:1:pos:R:3:mulliken_charge:R:1 method="wB97M-V/def2-TZVPD" total_charge=-1 relative_energy_ev=1.545 e_homo_ha=-0.2979 total_energy_ev=-108350.5832
As -0.06090 -0.14467 0.31403 1.94
F 0.01492 0.90820 -1.12001 -0.27
F -1.35287 -1.04397 -0.53763 -0.54
F -0.16607 -1.32582 1.66327 -0.46
F 1.25650 0.77753 1.08222 -0.43
F -1.23441 1.02657 1.03900 -0.36
F 1.24418 -1.18875 -0.44477 -0.66
O -1.35312 0.09072 4.04903 -0.63
H -0.75536 -0.24357 3.38032 0.32
H -1.16533 -0.43786 4.82465 0.30
O 2.60826 1.11993 -3.33017 -0.64
H 3.13720 0.39444 -2.99836 0.34
H 1.73737 0.74355 -3.45713 0.36
O -3.84487 2.47434 -0.48686 -0.61
H -2.90274 2.60928 -0.38485 0.30
H -4.24053 3.02145 0.19164 0.29
O -0.05621 3.49635 0.43572 -0.63
H 0.54833 2.78541 0.64858 0.26
H 0.49868 4.17760 0.05594 0.29
O -0.33943 0.75754 -3.77867 -0.77
H -0.47953 1.32302 -3.01918 0.31
H -0.86525 -0.02162 -3.59799 0.42
O 3.56982 -0.86882 -1.46614 -0.78
H 3.80034 -1.57962 -2.06436 0.35
H 2.61680 -0.91771 -1.39131 0.45
O 2.29222 -4.03410 1.40259 -0.67
H 3.17202 -3.67505 1.28737 0.39
H 1.71054 -3.36331 1.04496 0.28
O 3.41651 1.06635 2.80978 -0.64
H 4.09335 1.19115 2.14454 0.29
H 2.63738 1.48190 2.44032 0.31
O -2.80966 -3.13779 0.01593 -0.70
H -2.22948 -2.37948 0.08360 0.48
H -2.79382 -3.36998 -0.91254 0.29
O 0.50848 -3.01408 4.28927 -0.67
H -0.38586 -3.27338 4.51096 0.31
H 0.43327 -2.60638 3.42651 0.32
O -1.73725 -1.60179 -3.76729 -0.74
H -2.14693 -1.54030 -2.90438 0.35
H -2.28965 -1.06346 -4.33412 0.31
O -3.63259 -0.53604 -2.13642 -0.58
H -3.87268 -0.50169 -1.21046 0.28
H -4.43549 -0.80520 -2.58269 0.26
O 4.43991 -2.09636 0.99451 -0.66
H 4.05240 -1.56890 0.29604 0.41
H 5.27867 -2.38837 0.63754 0.28
O -1.23849 2.98111 2.95695 -0.69
H -1.21605 2.11515 3.36420 0.37
H -0.99424 2.82379 2.04491 0.32
O -1.58194 3.70328 -2.20637 -0.64
H -0.96049 3.24676 -1.63926 0.30
H -1.92593 4.41262 -1.66345 0.31

---

55
Properties=species:S:1:pos:R:3:mulliken_spin:R:1 method="wB97M-V/def2-TZVPD" total_charge=-2 relative_energy_ev=0.000 s_squared=0.752 e_homo_ha="0.0510 / -0.1623" multiplicity=2 total_energy_ev=-110428.6609
As -0.14548 0.08731 0.13358 1.41
F 0.71591 1.59710 0.54144 -0.03
F 1.39126 -0.88978 0.07366 -0.03
F -1.07915 -1.39476 -0.21383 -0.06
F -1.76394 0.89800 0.41988 -0.02
F -0.17979 0.56125 -1.60341 -0.06
F -0.27059 -0.29446 1.89135 0.06
O -3.96105 -0.81283 0.41369 -0.05
H -3.48117 0.01354 0.46894 0.00
H -3.57848 -1.26262 -0.33968 0.00
O -0.38457 -1.20781 -3.71260 -0.03
H -0.60964 -0.70317 -2.93099 -0.01
H 0.35374 -1.75342 -3.44162 0.00
O 1.44301 3.51193 -1.81706 0.00
H 1.53631 2.76753 -1.22259 0.00
H 1.07999 3.13497 -2.61853 0.00
O 2.20431 -3.84888 -0.92210 0.01
H 1.60573 -4.40603 -1.41963 -0.01
H 1.79488 -3.76576 -0.06089 0.03
O 3.28215 2.80979 2.04302 0.00
H 4.10757 3.24511 1.82991 0.00
H 3.33002 1.96879 1.58843 0.00
O 1.16113 1.67860 -4.01154 0.00
H 0.85887 1.84858 -4.90371 0.00
H 0.63941 0.93101 -3.71974 -0.01
O -3.17073 2.50963 -1.79071 0.00
H -2.67537 2.79049 -1.02132 0.01
H -3.93264 2.05422 -1.43249 0.00
O 2.33802 -1.71810 -2.87930 -0.01
H 2.10247 -2.44790 -2.30647 0.00
H 3.28046 -1.81484 -3.01602 0.00
O 0.66188 -3.24428 1.27491 -0.12
H 1.21971 -3.42448 2.03160 0.01
H 0.29516 -2.37725 1.44816 0.02
O 1.62186 0.11019 3.78916 -0.01
H 1.03262 -0.08341 3.06009 -0.01
H 1.04803 0.16563 4.55328 -0.01
O -2.11220 -0.01147 4.25853 -0.02
H -3.03889 0.07761 4.48109 0.00
H -2.03742 -0.89173 3.89004 0.01
O -3.19276 -0.48713 -2.23221 -0.06
H -2.93230 0.43387 -2.24481 0.01
H -3.68438 -0.60863 -3.04447 0.01
O 4.37450 -1.06016 0.35853 0.01
H 3.54168 -1.52230 0.45377 0.01
H 4.49595 -0.60970 1.19434 -0.01
O 0.69114 4.00111 1.93949 0.01
H 1.55993 3.60272 1.99169 0.00
H 0.09082 3.25908 1.86707 -0.01
O -1.65909 -3.62571 -0.88208 -0.03
H -1.37606 -3.92145 -0.01683 0.00
H -1.47175 -2.68704 -0.88803 -0.05
O -2.15924 2.57058 3.03202 0.00
H -2.88754 2.60344 2.41175 0.00
H -2.07416 1.64321 3.25335 0.01